Entry 1:
Formula: C4H9N2O
Source: the OMol25 dataset
Level of theory: ωB97M-V/def2-TZVPD

Computed properties:
- 2S+1: 1
- Gap between HOMO and LUMO: 9.931 eV
- Highest occupied orbital energy: -14.7 eV
- Charge: +1

Positions of all 16 atoms, in Å:
C1 -0.524 -0.435 -0.958
C2 0.796 0.852 1.036
C3 -1.273 -0.857 -2.172
C4 1.377 0.611 2.349
N1 -0.953 0.760 -0.392
N2 0.491 -0.959 -0.422
O1 -0.486 0.939 0.915
H1 1.430 1.126 0.198
H2 -2.130 -0.220 -2.363
H3 -1.609 -1.888 -2.074
H4 -0.597 -0.812 -3.026
H5 1.133 1.441 3.019
H6 2.455 0.516 2.281
H7 0.937 -0.272 2.814
H8 -1.930 1.023 -0.463
H9 0.885 -1.827 -0.742

Results of the natural (NBO) charge analysis, in e, for atoms 1 through 2: 0.456 0.527

Entry 2:
Formula: C4H9N2O
Source: the OMol25 dataset
Level of theory: ωB97M-V/def2-TZVPD

Computed properties:
- 2S+1: 1
- Gap between HOMO and LUMO (spin up / spin down): 5.299 / 7.205 eV
- Highest occupied orbital energy (spin up / spin down): -11.5 / -12.5 eV
- Charge: +1

Positions of all 16 atoms, in Å:
C1 -2.448 -0.008 0.418
C2 2.744 -0.237 0.693
C3 2.735 0.097 -0.799
C4 1.873 0.751 0.137
N1 -3.682 0.276 0.009
N2 -1.571 -0.641 -0.310
O1 -0.382 -0.931 0.069
H1 -2.139 0.302 1.408
H2 2.332 -1.200 0.973
H3 3.528 0.088 1.370
H4 3.508 0.694 -1.279
H5 2.344 -0.661 -1.467
H6 1.296 1.625 0.340
H7 -4.306 0.797 0.601
H8 -4.000 0.008 -0.910
H9 -1.832 -0.961 -1.253

Results of the natural (NBO) charge analysis, in e, for atoms 1 through 2: 0.295 -0.489

Entry 3:
Formula: C4H9N2O2
Source: the OMol25 dataset
Level of theory: ωB97M-V/def2-TZVPD

Computed properties:
- 2S+1: 1
- Gap between HOMO and LUMO: 8.503 eV
- Highest occupied orbital energy: -4.3 eV
- Charge: -1

Positions of all 17 atoms, in Å:
O1 0.103 -1.120 -0.738
C1 -1.103 -1.375 -0.511
O2 -1.793 -1.008 0.465
C2 -1.813 -2.275 -1.554
H1 -2.870 -2.011 -1.622
H2 -1.344 -2.151 -2.530
H3 -1.719 -3.319 -1.251
C3 -0.199 1.497 1.408
N1 1.106 1.959 0.972
C4 1.964 1.031 0.456
N2 2.981 1.373 -0.239
H4 -0.932 1.464 0.605
H5 -0.112 0.466 1.730
H6 -0.587 2.096 2.232
H7 1.164 2.819 0.448
H8 1.712 0.011 0.720
H9 3.443 0.543 -0.593

Results of the natural (NBO) charge analysis, in e, for atoms 1 through 2: -0.805 0.765

Entry 4:
Formula: C4H9N2O2
Source: the OMol25 dataset
Level of theory: ωB97M-V/def2-TZVPD

Computed properties:
- 2S+1: 2
- Gap between HOMO and LUMO (spin up / spin down): 10.425 / 6.918 eV
- Highest occupied orbital energy (spin up / spin down): -10.2 / -10.2 eV
- Charge: 0

Positions of all 17 atoms, in Å:
O1 -0.073 -0.737 -1.433
C1 0.645 0.008 -0.658
N1 1.131 1.281 -0.904
C2 -2.756 0.157 -0.228
O2 -3.973 0.094 0.011
C3 1.157 -0.491 0.687
C4 2.744 -0.680 0.527
N2 0.919 0.377 1.871
H1 0.863 1.471 -1.855
H2 -2.051 -0.628 0.043
H3 -2.450 0.747 -1.104
H4 0.741 -1.575 0.771
H5 2.911 -1.395 -0.250
H6 3.083 -0.937 1.526
H7 3.211 0.289 0.183
H8 -0.118 0.319 1.852
H9 1.088 1.276 1.470

Results of the natural (NBO) charge analysis, in e, for atoms 1 through 2: -0.476 0.518

Entry 5:
Formula: C4H9N2O2
Source: the OMol25 dataset
Level of theory: ωB97M-V/def2-TZVPD

Computed properties:
- 2S+1: 1
- Gap between HOMO and LUMO (spin up / spin down): 7.359 / 8.565 eV
- Highest occupied orbital energy (spin up / spin down): -13.7 / -14.8 eV
- Charge: +1

Positions of all 17 atoms, in Å:
C1 -0.453 0.806 1.390
C2 0.055 0.319 0.258
C3 -1.540 -1.499 -0.381
C4 -0.147 -0.769 -0.665
N1 0.050 1.982 1.944
N2 1.905 1.872 -0.165
O1 0.257 2.998 1.158
O2 0.045 2.183 3.121
H1 -1.253 0.343 2.049
H2 -1.316 -2.463 0.034
H3 -2.148 -1.592 -1.263
H4 -2.040 -0.865 0.423
H5 -0.404 -0.233 -1.583
H6 0.771 -1.383 -0.638
H7 2.799 1.304 -0.200
H8 0.558 3.838 1.647
H9 1.518 2.148 -0.972

Results of the natural (NBO) charge analysis, in e, for atoms 1 through 2: -0.319 0.412

Entry 6:
Formula: C4H9N2O2P
Source: the OMol25 dataset
Level of theory: ωB97M-V/def2-TZVPD

Computed properties:
- 2S+1: 1
- Gap between HOMO and LUMO: 9.039 eV
- Highest occupied orbital energy: -8.4 eV
- SMILES: CCCNP(O)N=C=O
- Charge: 0

Positions of all 18 atoms, in Å:
C1 0.384 -0.119 2.280
C2 -0.896 0.212 1.384
C3 -0.345 1.017 0.112
N1 0.839 0.296 -0.397
P1 0.649 -0.261 -2.030
O1 2.059 -1.147 -2.337
N2 -0.625 -1.487 -2.018
C4 -1.728 -1.023 -2.240
O2 -2.712 -0.440 -2.359
H1 0.905 -1.028 1.879
H2 1.077 0.761 2.175
H3 0.123 -0.331 3.343
H4 -1.647 0.830 1.930
H5 -1.303 -0.770 1.029
H6 -0.089 2.038 0.497
H7 -1.171 1.133 -0.634
H8 1.711 0.799 -0.245
H9 2.771 -0.480 -2.370

Results of the natural (NBO) charge analysis, in e, for atoms 1 through 2: -0.617 -0.403

Entry 7:
Formula: C4H9N2OS
Source: the OMol25 dataset
Level of theory: ωB97M-V/def2-TZVPD

Computed properties:
- 2S+1: 1
- Gap between HOMO and LUMO: 6.720 eV
- Highest occupied orbital energy: -2.9 eV
- SMILES: C[C@@H](C[S-])NC(N)=O
- Charge: -1

Positions of all 17 atoms, in Å:
C1 0.146 -1.732 0.959
C2 0.016 -1.005 -0.377
C3 -1.429 -0.999 -0.874
S1 -2.514 0.186 0.046
N1 0.445 0.380 -0.218
C4 1.696 0.788 0.056
N2 1.790 2.176 0.502
O1 2.701 0.114 -0.073
H1 -0.452 -2.649 0.992
H2 -0.207 -1.097 1.722
H3 1.170 -2.041 1.156
H4 0.712 -1.426 -1.095
H5 -1.471 -0.631 -1.897
H6 -1.811 -2.016 -0.800
H7 -0.330 1.000 0.023
H8 0.922 2.423 0.976
H9 1.692 2.721 -0.358

Results of the natural (NBO) charge analysis, in e, for atoms 1 through 2: -0.619 -0.064

Entry 8:
Formula: C4H9N2OS
Source: the OMol25 dataset
Level of theory: ωB97M-V/def2-TZVPD

Computed properties:
- 2S+1: 2
- Gap between HOMO and LUMO (spin up / spin down): 5.255 / 5.544 eV
- Highest occupied orbital energy (spin up / spin down): 0.9 / 0.6 eV
- Charge: -2

Positions of all 17 atoms, in Å:
O1 -0.276 -0.267 -2.041
C1 0.120 0.241 -0.792
N1 -0.731 0.875 0.120
C2 -2.077 0.454 -0.080
N2 -2.367 -1.009 0.441
C3 1.622 0.394 -0.548
C4 1.884 0.205 0.954
S1 3.650 0.031 1.328
H1 -0.096 -0.973 -0.824
H2 -2.712 1.048 0.602
H3 -2.511 0.463 -1.085
H4 -1.682 -1.034 1.198
H5 -1.908 -1.591 -0.252
H6 2.208 1.272 -0.811
H7 2.088 -0.496 -0.988
H8 1.288 -0.666 1.264
H9 1.500 1.053 1.514

Results of the natural (NBO) charge analysis, in e, for atoms 1 through 2: -0.755 0.275

Entry 9:
Formula: C4H9N2P
Source: the OMol25 dataset
Level of theory: ωB97M-V/def2-TZVPD

Computed properties:
- 2S+1: 1
- Gap between HOMO and LUMO: 9.477 eV
- Highest occupied orbital energy: -8.7 eV
- SMILES: [H]/N=N/[C@@H]1CCCP1
- Charge: 0

Positions of all 16 atoms, in Å:
H1 -3.337 -1.463 -0.889
N1 -2.810 -0.599 -0.934
N2 -1.641 -0.697 -0.433
C1 -0.858 0.513 -0.520
C2 0.554 0.270 -1.122
C3 1.513 -0.306 0.015
C4 1.182 0.441 1.340
P1 -0.608 0.558 1.524
H2 -1.475 1.331 -0.919
H3 0.912 1.248 -1.591
H4 0.551 -0.367 -2.059
H5 1.178 -1.437 0.176
H6 2.551 -0.274 -0.034
H7 1.630 -0.031 2.334
H8 1.680 1.513 1.300
H9 -1.021 -0.698 1.811

Results of the natural (NBO) charge analysis, in e, for atoms 1 through 2: 0.319 -0.382

Entry 10:
Formula: C4H9N2PS
Source: the OMol25 dataset
Level of theory: ωB97M-V/def2-TZVPD

Computed properties:
- 2S+1: 1
- Gap between HOMO and LUMO (spin up / spin down): 5.610 / 5.612 eV
- Highest occupied orbital energy (spin up / spin down): -6.9 / -6.9 eV
- Charge: 0

Positions of all 17 atoms, in Å:
C1 -0.536 -3.361 -0.934
C2 1.235 1.254 -0.104
C3 0.227 0.413 2.136
C4 -1.057 1.837 -1.031
N1 0.286 0.428 0.605
N2 -0.165 1.577 -0.115
P1 -1.125 -1.796 -0.901
S1 -0.032 -0.822 -2.308
H1 -0.829 -3.929 -0.120
H2 0.500 -3.729 -1.326
H3 1.896 1.945 0.468
H4 1.722 0.876 -0.988
H5 0.604 -0.468 2.499
H6 0.867 1.255 2.459
H7 -0.796 0.598 2.449
H8 -2.057 1.682 -0.799
H9 -0.739 2.240 -1.989

Results of the natural (NBO) charge analysis, in e, for atoms 1 through 2: -0.968 -0.058

Entry 11:
Formula: C4H9N2S
Source: the OMol25 dataset
Level of theory: ωB97M-V/def2-TZVPD

Computed properties:
- 2S+1: 1
- Gap between HOMO and LUMO: 10.842 eV
- Highest occupied orbital energy: -14.6 eV
- Charge: +1

Positions of all 16 atoms, in Å:
C1 -1.816 -0.074 -0.173
C2 0.288 0.438 -0.026
C3 1.152 0.644 1.207
C4 1.089 0.374 -1.281
N1 -0.701 -0.760 0.069
N2 -2.996 -0.548 -0.087
S1 -1.249 1.489 0.096
H1 1.327 1.643 1.334
H2 2.110 0.066 1.261
H3 0.589 0.282 2.079
H4 1.630 1.204 -1.505
H5 0.587 0.162 -2.155
H6 1.683 -0.590 -1.142
H7 -0.578 -1.620 -0.425
H8 -3.349 -1.553 -0.255
H9 -3.865 0.027 -0.007

Results of the natural (NBO) charge analysis, in e, for atoms 1 through 2: 0.326 0.111

Entry 12:
Formula: C4H9N2S
Source: the OMol25 dataset
Level of theory: ωB97M-V/def2-TZVPD

Computed properties:
- 2S+1: 1
- Gap between HOMO and LUMO: 10.130 eV
- Highest occupied orbital energy: -14.2 eV
- Charge: +1

Positions of all 16 atoms, in Å:
C1 1.707 0.219 0.078
C2 -0.633 -0.353 0.050
C3 -1.508 -0.363 1.252
C4 -1.355 -0.307 -1.316
N1 0.675 1.035 0.234
N2 2.990 0.356 -0.116
S1 0.939 -1.394 -0.078
H1 -2.325 -1.091 0.744
H2 -2.114 0.574 1.391
H3 -1.117 -0.703 2.186
H4 -2.171 0.431 -1.525
H5 -1.950 -1.191 -1.379
H6 -0.644 -0.195 -2.149
H7 0.637 2.033 0.426
H8 3.300 1.357 0.005
H9 3.569 -0.408 0.197

Results of the natural (NBO) charge analysis, in e, for atoms 1 through 2: 0.386 0.239

Entry 13:
Formula: C4H9N2S2
Source: the OMol25 dataset
Level of theory: ωB97M-V/def2-TZVPD

Computed properties:
- 2S+1: 1
- Gap between HOMO and LUMO: 10.114 eV
- Highest occupied orbital energy: -13.3 eV
- SMILES: C[N@@H+]1C=CNC1(S)S
- Charge: +1

Positions of all 17 atoms, in Å:
C1 -0.195 0.723 1.638
N1 -0.297 0.415 0.179
C2 -1.347 -0.516 -0.319
C3 -0.909 -1.292 -1.278
N2 0.421 -0.999 -1.554
C4 0.938 -0.129 -0.542
S1 1.778 1.212 -1.521
S2 2.060 -0.881 0.675
H1 -0.411 -0.229 2.265
H2 0.855 1.163 1.992
H3 -0.993 1.354 2.000
H4 -0.430 1.399 -0.216
H5 -2.353 -0.381 -0.053
H6 -1.459 -1.921 -1.937
H7 0.935 -1.704 -1.976
H8 1.752 0.685 -2.776
H9 1.736 -2.182 0.168

Results of the natural (NBO) charge analysis, in e, for atoms 1 through 2: -0.460 -0.429

Entry 14:
Formula: C4H9N2S2
Source: the OMol25 dataset
Level of theory: ωB97M-V/def2-TZVPD

Computed properties:
- 2S+1: 1
- Gap between HOMO and LUMO (spin up / spin down): 7.603 / 7.605 eV
- Highest occupied orbital energy (spin up / spin down): -11.9 / -11.9 eV
- Charge: +1

Positions of all 17 atoms, in Å:
C1 3.053 0.495 -0.329
C2 -1.177 -1.464 1.189
C3 -1.545 0.309 -0.589
C4 -0.666 1.128 1.825
N1 1.942 0.023 -0.564
N2 -2.012 -0.970 -0.001
S1 -0.170 -0.403 2.066
S2 -1.422 1.801 0.432
H1 3.265 0.730 0.662
H2 3.902 0.734 -0.995
H3 -0.554 -2.340 0.880
H4 1.818 -0.053 -1.509
H5 -0.572 0.240 -1.082
H6 -2.088 0.535 -1.569
H7 -0.395 1.847 2.523
H8 -2.035 -1.881 -0.612
H9 -3.003 -0.848 0.389

Results of the natural (NBO) charge analysis, in e, for atoms 1 through 2: 0.013 -0.538

Entry 15:
Formula: C4H9N3
Source: the OMol25 dataset
Level of theory: ωB97M-V/def2-TZVPD

Computed properties:
- 2S+1: 1
- Gap between HOMO and LUMO: 10.081 eV
- Highest occupied orbital energy: -9.1 eV
- SMILES: C/C(=N\N)N1CC1
- Charge: 0

Positions of all 16 atoms, in Å:
C1 -1.279 1.667 0.078
C2 -0.344 0.411 -0.179
N1 -0.721 -0.789 -0.179
N2 -2.098 -1.134 0.327
N3 1.156 0.509 -0.657
C3 2.034 0.112 0.692
C4 1.753 -0.815 -0.215
H1 -0.576 2.494 0.080
H2 -1.933 1.859 0.986
H3 -1.592 1.714 -1.159
H4 -2.601 -0.342 -0.156
H5 -2.321 -2.111 -0.201
H6 3.049 0.774 0.901
H7 1.157 0.114 1.615
H8 2.444 -1.065 -0.945
H9 1.026 -1.793 0.183

Results of the natural (NBO) charge analysis, in e, for atoms 1 through 2: -0.745 0.372

Entry 16:
Formula: C4H9N3
Source: the OMol25 dataset
Level of theory: ωB97M-V/def2-TZVPD

Computed properties:
- 2S+1: 1
- Gap between HOMO and LUMO: 9.384 eV
- Highest occupied orbital energy: -8.4 eV
- SMILES: [H]/N=C\N(C)N1CC1
- Charge: 0

Positions of all 16 atoms, in Å:
H1 -1.163 -1.723 -0.764
N1 -1.934 -1.581 -0.255
C1 -1.828 -0.411 0.167
N2 -0.570 0.274 0.148
C2 -0.635 1.641 -0.157
N3 0.488 -0.398 -0.547
C3 1.343 -1.353 0.288
C4 1.775 0.040 0.000
H2 -2.378 0.155 0.937
H3 -1.680 2.166 0.181
H4 0.221 2.234 0.380
H5 -0.248 1.735 -1.237
H6 0.720 -1.699 1.251
H7 1.761 -2.014 -0.604
H8 2.503 0.213 -0.686
H9 1.625 0.720 0.896

Results of the natural (NBO) charge analysis, in e, for atoms 1 through 2: 0.337 -0.650

Result set for energy relative to the best compared isomer or geometry (same formula, charge and spin): 85.0, 153.0, 11.3, 48.0, 227.9, 0.0, 0.6, 23.2, 68.5, 49.6, 37.2, 55.1, 61.5, 109.5, 161.5, 112.8 kcal per mole, one per record in the order listed.